No. 1
Density functional theory data (the ωB97M-V functional and the def2-TZVPD basis) for the molecule C4H7N3.

Cartesian coordinates (Å):
1 N 2.50485 -0.42122 -0.00498
2 C 1.14105 -0.07899 0.17895
3 C 0.68784 1.19479 0.41684
4 N -0.69043 1.15054 0.39606
5 C -1.11319 -0.11678 0.14696
6 N -2.49412 -0.29076 -0.11278
7 C -0.00042 -0.92934 0.05622
8 H 2.90339 0.19826 -0.70304
9 H 2.60103 -1.36407 -0.36257
10 H 1.23158 2.10119 0.63579
11 H -1.32340 1.92912 0.47155
12 H -2.67408 -0.05309 -1.08530
13 H -2.78915 -1.25120 0.01271
14 H 0.00128 -2.00740 -0.06412

The HOMO energy comes out at -7.32 eV. As for the orbital gap: 0.3075 hartree. The value obtained for the molar mass is 97.121 g mol⁻¹. Its SMILES is Nc1c[nH]c(N)c1. The electronic energy comes out at -320.8772 a.u. For the largest force on an atom, the calculation gives 0.0063 hartree/bohr.

=====

No. 2
Density functional theory data (the ωB97M-V functional and the def2-TZVPD basis) for C20H32As3Cl3N2PtS as an isolated structure at a distorted geometry.

Cartesian coordinates (Å):
1 Pt 0.53097 -0.71819 0.37878
2 C 2.97269 1.85026 1.72205
3 As 2.85746 0.00847 1.10966
4 C 3.78671 -0.95678 2.53971
5 C 4.11795 0.11837 -0.43855
6 C 4.33066 -0.97940 -1.50017
7 C 5.59760 -0.56774 -2.27349
8 C 3.19007 -1.02961 -2.52486
9 As 1.26283 -1.31918 -2.00660
10 C 0.37733 -0.13854 -3.27173
11 C 0.82747 -3.08231 -2.74892
12 C 4.53501 -2.32647 -0.78881
13 As 5.67507 -3.85878 -1.56828
14 C 7.27989 -3.45917 -2.60490
15 C 4.61420 -5.05263 -2.69879
16 H 4.02815 2.09291 1.87795
17 H 2.45095 1.96532 2.67438
18 H 2.55906 2.55135 0.99701
19 H 4.82580 -0.61302 2.57118
20 H 3.76398 -2.04166 2.42642
21 H 3.31724 -0.69512 3.49215
22 H 5.07721 0.29399 0.06388
23 H 3.85042 1.04943 -0.94978
24 H 5.52482 0.46302 -2.61444
25 H 5.74450 -1.19494 -3.15275
26 H 6.48035 -0.64188 -1.64060
27 H 3.39655 -1.81958 -3.25808
28 H 3.17492 -0.07861 -3.07060
29 H 0.56981 -0.49963 -4.28714
30 H 0.75148 0.88094 -3.18209
31 H -0.70168 -0.14000 -3.10629
32 H 1.23957 -3.14556 -3.76047
33 H -0.25920 -3.16227 -2.82028
34 H 1.19917 -3.91594 -2.15550
35 H 3.55990 -2.78352 -0.56570
36 H 5.05262 -2.14296 0.15920
37 H 7.84789 -2.62002 -2.21164
38 H 7.02578 -3.29973 -3.65564
39 H 7.90978 -4.35164 -2.55622
40 H 3.72348 -5.40623 -2.18447
41 H 5.24561 -5.91624 -2.92034
42 H 4.34620 -4.57174 -3.64303
43 S -0.98250 -4.67592 2.53088
44 C -0.08432 -3.67912 1.45685
45 N -0.35203 -2.39985 1.49441
46 C -1.35574 -2.12365 2.39586
47 C -1.95535 -0.87970 2.61689
48 C -2.98719 -0.78750 3.54970
49 C -3.43135 -1.91182 4.23887
50 C -2.84637 -3.16249 4.02879
51 C -1.81990 -3.26259 3.08657
52 H 0.64744 -4.10332 0.79063
53 H -1.64046 -0.01751 2.03549
54 H -3.45611 0.16835 3.73712
55 H -4.23877 -1.82773 4.95020
56 H -3.16016 -4.02878 4.59559
57 Cl -1.55817 4.78586 -0.38069
58 C -0.45167 3.69529 -1.27365
59 Cl 1.21785 4.35650 -1.30167
60 Cl -1.04382 3.41792 -2.95208
61 C -0.34669 2.41044 -0.65769
62 N -0.20335 1.35972 -0.21504

The HOMO energy (alpha / beta) comes out at -19.15 / -20.24 eV. As for the orbital gap (alpha / beta): 0.2813 / 0.1869 hartree. The value obtained for the molar mass is 858.760 g mol⁻¹. Its charge is +4. As for the multiplicity: 5. The electronic energy comes out at -9494.5694 a.u. For the largest force on an atom, the calculation gives 0.0445 hartree/bohr. The expectation value of S² is 6.033.

=====

No. 3
Density functional theory data (the ωB97M-V functional and the def2-TZVPD basis) for a 2-piece molecular cluster, C5H13N4 overall at a distorted geometry.

Cartesian coordinates (Å):
1 C 1.94216 -0.99897 0.02216
2 C 0.12081 0.26563 -1.07087
3 C 1.39279 -0.53289 1.40284
4 C 0.01305 1.01572 0.17417
5 C -0.88145 2.18493 0.02011
6 N -2.56824 -1.41058 -0.25710
7 N -1.86355 -0.76397 0.45625
8 N 0.71926 -1.04851 -0.80177
9 N 0.63928 0.68266 1.29716
10 H 2.69208 -0.29752 -0.56432
11 H 2.35148 -2.07836 0.07847
12 H -0.85274 0.04773 -1.55715
13 H 0.55382 0.88537 -1.81860
14 H 0.81971 -1.32183 1.88859
15 H 2.33054 -0.36831 2.04162
16 H -0.36530 2.71936 -0.87819
17 H -1.30811 2.85087 0.81027
18 H -1.77621 1.67750 -0.36604
19 H -3.57283 -1.59580 -0.07117
20 H 1.03154 -1.47101 -1.65212
21 H -2.20523 -1.77873 -1.15744
22 H 0.78713 1.33669 2.00312

The HOMO energy comes out at -11.85 eV. As for the orbital gap: 0.2948 hartree. The value obtained for the molar mass is 129.187 g mol⁻¹. Its charge is +1. The electronic energy comes out at -416.9651 a.u. For the largest force on an atom, the calculation gives 0.0784 hartree/bohr.

=====

No. 4
Density functional theory data (the ωB97M-V functional and the def2-TZVPD basis) for a 16-piece molecular cluster, C72H186N10O26 overall at a distorted geometry.

Cartesian coordinates (Å):
1 C -12.40980 -0.65205 -1.63780
2 O -11.00077 -0.44247 -1.52967
3 C -10.28687 -1.69226 -1.49243
4 C -8.82872 -1.34729 -1.23866
5 N -7.99889 -2.55494 -0.92262
6 C -6.69549 -2.16654 -0.43755
7 C -5.89978 -3.34634 0.05532
8 O -5.59818 -4.22084 -0.98542
9 C -5.20701 -5.50944 -0.56055
10 H -12.91202 0.22729 -2.03207
11 H -12.84414 -0.87724 -0.66524
12 H -12.64197 -1.51411 -2.30443
13 H -10.31151 -2.22296 -2.42624
14 H -10.67409 -2.29402 -0.63211
15 H -8.71766 -0.69871 -0.37047
16 H -8.44550 -0.78563 -2.10536
17 H -7.92237 -3.13282 -1.73742
18 H -6.82696 -1.51588 0.42778
19 H -6.08261 -1.64777 -1.22398
20 H -6.46070 -3.79521 0.84680
21 H -4.91199 -2.97840 0.42091
22 H -6.05701 -5.98393 -0.15704
23 H -4.35797 -5.36480 0.11449
24 H -4.82215 -5.95033 -1.50925
25 C 0.23524 2.76700 -10.27580
26 O -0.09150 1.86620 -9.22947
27 C -1.34798 2.12469 -8.62371
28 C -1.49874 0.98603 -7.61740
29 N -0.49079 1.13738 -6.57546
30 C -0.28607 0.01022 -5.68556
31 C 0.50060 0.29627 -4.44416
32 O 1.81697 0.62285 -4.77471
33 C 2.53871 1.15185 -3.64283
34 H 0.40519 3.81466 -10.05753
35 H -0.64656 2.84110 -10.95584
36 H 1.10661 2.30544 -10.74035
37 H -2.13460 2.06156 -9.37235
38 H -1.43387 3.10053 -8.11958
39 H -1.41597 0.03528 -8.19303
40 H -2.50466 0.99338 -7.20684
41 H 0.36933 1.36440 -6.98957
42 H 0.11755 -0.87416 -6.21416
43 H -1.30199 -0.23890 -5.26376
44 H 0.40364 -0.59373 -3.82024
45 H 0.00519 1.07845 -3.80685
46 H 3.60538 1.06715 -3.74930
47 H 2.14516 0.75556 -2.67695
48 H 2.40499 2.22808 -3.65057
49 C 6.70200 6.10875 6.36964
50 O 7.41881 5.45896 5.38683
51 C 8.44931 4.63768 5.77163
52 C 8.79535 3.67733 4.64901
53 N 7.77495 2.68911 4.45610
54 C 8.28055 1.53037 3.74056
55 C 7.23824 0.39768 3.72810
56 O 6.08279 0.80641 3.02258
57 C 5.34883 -0.31044 2.56326
58 H 7.24405 6.95649 6.75978
59 H 6.58874 5.46949 7.24407
60 H 5.76443 6.39511 5.99769
61 H 8.21662 4.01993 6.70346
62 H 9.37408 5.20490 5.94975
63 H 9.67805 3.16627 4.91814
64 H 9.00250 4.31329 3.78566
65 H 6.92559 3.02152 4.01822
66 H 9.05001 1.11489 4.41373
67 H 8.65979 1.63568 2.74643
68 H 7.07589 0.00739 4.73630
69 H 7.69861 -0.44739 3.21939
70 H 4.72902 -0.08972 1.68735
71 H 4.62810 -0.71991 3.29248
72 H 6.04390 -1.11497 2.32984
73 C 6.61190 4.73565 -4.65516
74 O 7.11483 4.45509 -3.32899
75 C 6.37395 3.59160 -2.54126
76 C 5.13769 4.18839 -1.84389
77 N 3.97017 4.39268 -2.70861
78 C 2.97016 5.16730 -1.98460
79 C 1.73755 5.33986 -2.88759
80 O 1.94267 6.03279 -4.12995
81 C 2.18553 7.42703 -3.94290
82 H 5.89043 5.52953 -4.48112
83 H 6.08515 3.86781 -4.97684
84 H 7.34453 5.01910 -5.39051
85 H 6.94634 3.11543 -1.79319
86 H 6.01179 2.74276 -3.16812
87 H 5.38715 5.17931 -1.45104
88 H 4.82611 3.65668 -0.92241
89 H 4.34551 4.95894 -3.46975
90 H 3.35397 6.10466 -1.62662
91 H 2.69312 4.60678 -1.08271
92 H 0.82186 5.75313 -2.38303
93 H 1.47166 4.33915 -3.16024
94 H 3.24455 7.58503 -3.70550
95 H 1.54629 7.67786 -3.06314
96 H 1.91824 8.07380 -4.83444
97 C 3.09967 0.52771 -8.65935
98 O 3.81898 -0.61999 -8.19067
99 C 3.15100 -1.34144 -7.16717
100 C 4.08072 -2.04665 -6.18275
101 N 3.28123 -2.76065 -5.20904
102 C 2.71732 -4.01534 -5.71953
103 C 1.62086 -4.58953 -4.81716
104 O 0.58052 -3.66985 -4.68913
105 C -0.46251 -4.07012 -3.83143
106 H 2.07141 0.25549 -8.90182
107 H 3.61210 0.92715 -9.53427
108 H 3.08827 1.41884 -8.03472
109 H 2.49844 -2.03886 -7.62682
110 H 2.52454 -0.64583 -6.56777
111 H 4.76858 -1.32563 -5.67909
112 H 4.76518 -2.73622 -6.72139
113 H 2.50137 -2.17784 -4.90597
114 H 3.51828 -4.80701 -5.73636
115 H 2.26539 -3.92562 -6.70577
116 H 2.06451 -4.86312 -3.84031
117 H 1.31020 -5.53481 -5.25368
118 H -1.39993 -3.71211 -4.19846
119 H -0.27574 -3.77458 -2.81441
120 H -0.51804 -5.18741 -3.75061
121 C -1.73912 -12.34227 4.71824
122 O -1.77613 -10.94082 4.67277
123 C -1.61477 -10.51095 3.32001
124 C -1.78568 -9.02655 3.25065
125 N -3.18484 -8.63430 3.47853
126 C -3.55653 -7.34897 2.95452
127 C -2.96037 -6.24035 3.77869
128 O -3.42214 -5.00011 3.35700
129 C -3.13615 -4.05486 4.36315
130 H -1.75195 -12.66245 5.77446
131 H -0.80538 -12.71904 4.33770
132 H -2.63432 -12.75357 4.18894
133 H -2.45676 -11.02031 2.78387
134 H -0.63596 -10.76606 2.99945
135 H -1.47753 -8.70079 2.24269
136 H -1.14388 -8.61483 4.03236
137 H -3.42345 -8.65804 4.46087
138 H -4.64952 -7.38993 2.93086
139 H -3.27409 -7.20960 1.90295
140 H -1.87454 -6.31848 3.75084
141 H -3.28553 -6.36748 4.84816
142 H -3.79834 -4.05419 5.22900
143 H -3.26801 -3.11822 3.84133
144 H -2.09132 -4.23337 4.62467
145 C -10.27059 -1.43186 -4.80493
146 O -8.95117 -1.66656 -4.37995
147 C -8.14491 -2.16133 -5.44300
148 C -6.71005 -2.32293 -4.95166
149 N -6.24527 -0.96769 -4.62214
150 C -4.89932 -1.04787 -4.02547
151 C -4.22482 0.32972 -4.18356
152 O -4.94364 1.35924 -3.57873
153 C -4.62804 2.63658 -4.13054
154 H -10.72331 -2.39547 -5.16700
155 H -10.29487 -0.71941 -5.63601
156 H -10.88090 -1.03067 -3.97212
157 H -8.11123 -1.49543 -6.28907
158 H -8.52612 -3.17213 -5.68312
159 H -6.10924 -2.64888 -5.75208
160 H -6.67426 -3.05871 -4.15540
161 H -6.90555 -0.53432 -3.99209
162 H -4.25693 -1.58058 -4.71627
163 H -4.95375 -1.44433 -3.00107
164 H -4.11899 0.59252 -5.28044
165 H -3.19065 0.31821 -3.78022
166 H -3.55620 2.83138 -4.03720
167 H -5.06010 3.36582 -3.44007
168 H -5.02232 2.77906 -5.12600
169 C -0.07427 3.17732 9.01717
170 O -0.70163 4.10344 8.17717
171 C 0.24486 4.99664 7.58008
172 C -0.61604 5.77443 6.46852
173 N -1.26351 4.85050 5.58778
174 C -0.40290 3.95242 4.94567
175 C -1.11418 3.10854 3.97338
176 O -2.13425 2.32627 4.59369
177 C -1.58818 1.41480 5.53561
178 H 0.60646 2.51857 8.48566
179 H -0.87604 2.55551 9.44217
180 H 0.57856 3.58621 9.87172
181 H 1.15380 4.44826 7.23855
182 H 0.50733 5.69445 8.35133
183 H 0.08503 6.41333 5.89397
184 H -1.34426 6.41016 6.99121
185 H -2.03587 4.41027 6.08075
186 H 0.23926 3.29750 5.59182
187 H 0.35330 4.61021 4.45268
188 H -0.42604 2.47339 3.41428
189 H -1.67784 3.70477 3.25011
190 H -1.34191 1.89572 6.48537
191 H -0.80411 0.85158 5.04470
192 H -2.46643 0.78069 5.77371
193 C -2.34236 -1.88585 -1.24859
194 O -1.30377 -1.61795 -0.28964
195 C -1.69469 -1.80986 1.04001
196 C -0.45501 -1.85868 1.93572
197 N 0.19749 -0.56543 1.77770
198 C 1.36641 -0.23919 2.62574
199 C 2.03435 0.97199 2.09853
200 O 2.47802 0.71039 0.77962
201 C 3.19927 1.77474 0.21467
202 H -2.77214 -2.89009 -1.25739
203 H -1.93434 -1.62261 -2.21243
204 H -3.14673 -1.15421 -1.20213
205 H -2.23571 -2.80410 1.16984
206 H -2.37706 -1.02091 1.36148
207 H 0.17656 -2.73539 1.63784
208 H -0.82582 -1.96337 2.96814
209 H 0.64444 -0.52698 0.86938
210 H 2.04633 -1.08998 2.56631
211 H 0.99282 -0.18953 3.66497
212 H 2.86880 1.22224 2.70572
213 H 1.26542 1.78210 2.11060
214 H 2.54379 2.58484 -0.08715
215 H 3.69527 1.40575 -0.66647
216 H 3.91735 2.18158 0.92624
217 C 2.33562 1.21727 6.70939
218 O 2.47646 2.42553 6.04851
219 C 3.82847 2.55884 5.53376
220 C 4.25916 3.99867 5.50658
221 N 3.38827 4.94324 4.83186
222 C 3.43960 5.06338 3.37379
223 C 4.87300 5.29169 2.83537
224 O 5.55235 4.07058 2.76610
225 C 6.59411 4.09396 1.83402
226 H 2.70183 0.47996 6.00986
227 H 1.31891 0.95949 6.85911
228 H 2.91534 1.03421 7.63070
229 H 3.81300 2.18233 4.51927
230 H 4.47254 2.03345 6.24265
231 H 5.24289 3.92288 4.98571
232 H 4.43843 4.32769 6.52457
233 H 2.46948 4.91051 5.23415
234 H 2.81823 5.88879 2.97777
235 H 3.03911 4.23312 2.80182
236 H 5.43374 6.06048 3.32173
237 H 4.68073 5.56625 1.79162
238 H 7.28943 4.95349 2.03582
239 H 6.12351 4.09406 0.81581
240 H 7.14756 3.15885 1.94474
241 C -0.57255 -6.63760 -0.12345
242 C -1.40337 -5.42038 -0.37654
243 O -2.11682 -5.42004 -1.56710
244 H 0.03846 -6.91147 -1.00338
245 H -1.27649 -7.46797 0.16227
246 H -0.00669 -6.46423 0.79659
247 H -0.81515 -4.49200 -0.53781
248 H -2.11866 -5.21808 0.43325
249 H -2.63665 -6.20627 -1.69599
250 C 0.52761 4.68697 1.01656
251 C 0.42973 6.18837 0.85687
252 O 1.65235 6.74424 0.38267
253 H 1.51718 4.28198 1.19540
254 H 0.16154 4.26255 0.06361
255 H -0.13186 4.39151 1.81821
256 H 0.23236 6.56269 1.85883
257 H -0.36116 6.50167 0.22545
258 H 1.57249 7.72525 0.22133
259 C -2.83951 2.21094 -0.79908
260 C -1.33037 2.23494 -1.07272
261 O -0.57208 2.02902 0.13601
262 H -3.15358 3.07706 -0.24732
263 H -3.16972 1.33336 -0.27373
264 H -3.34647 2.15191 -1.76575
265 H -1.03006 3.21856 -1.43991
266 H -1.05419 1.59089 -1.86976
267 H -0.67385 1.14734 0.54604
268 C 4.04755 -5.33365 2.58017
269 C 2.62895 -4.83801 2.31904
270 O 2.63724 -3.48247 1.92035
271 H 4.62562 -4.70388 3.26324
272 H 4.75346 -5.46313 1.75503
273 H 4.07852 -6.27361 3.11711
274 H 2.08909 -4.95085 3.25464
275 H 2.08274 -5.41680 1.57374
276 H 3.37843 -3.34104 1.29643
277 C -6.09665 -0.62289 3.33702
278 C -5.00797 0.39739 2.99666
279 O -4.43801 0.90069 4.17647
280 H -6.95225 -0.11712 3.81306
281 H -5.67431 -1.43471 3.90102
282 H -6.47933 -1.11916 2.44355
283 H -5.48974 1.19437 2.43714
284 H -4.32535 -0.05541 2.30757
285 H -3.70327 1.56634 4.06468
286 C 2.27626 -2.58570 -1.87608
287 C 3.76609 -2.52273 -1.58833
288 O 3.99844 -1.96457 -0.25838
289 H 2.04002 -3.17536 -2.79274
290 H 1.96768 -1.55069 -2.06356
291 H 1.71517 -3.00547 -1.01415
292 H 4.27996 -1.85009 -2.28998
293 H 4.32016 -3.45046 -1.63622
294 H 3.24454 -1.42457 0.02617

The HOMO energy comes out at -8.39 eV. As for the orbital gap: 0.3256 hartree. The value obtained for the molar mass is 1608.324 g mol⁻¹. The electronic energy comes out at -5358.0215 a.u. For the largest force on an atom, the calculation gives 0.0580 hartree/bohr.